#a
The following is a DFT calculation (ωB97M-V/def2-TZVPD) of an isolated molecule of C4H10ClN.

Cartesian coordinates (Å):
C1 -2.344 -0.086 0.217
C2 -1.194 -0.618 -0.598
N1 0.020 -0.076 0.238
C3 1.284 0.154 -0.453
C4 2.148 0.833 0.621
Cl1 2.013 -1.461 -1.052
H1 -3.359 -0.525 -0.039
H2 -2.171 -0.084 1.316
H3 -2.358 1.009 -0.113
H4 -1.254 -1.775 -0.646
H5 -0.981 -0.294 -1.669
H6 0.154 -0.723 1.091
H7 1.268 0.678 -1.343
H8 1.446 1.768 0.904
H9 3.087 1.119 0.127
H10 2.241 0.080 1.400

For the highest occupied orbital energy, the calculation gives -9.330 eV. Its structure (SMILES) is CCN[C@@H](C)Cl. As for the gap between HOMO and LUMO: 10.340 eV.

Atom charges from the natural (NBO) analysis, given in e for atoms 1 to 6:
1 C -0.627
2 C -0.225
3 N -0.651
4 C 0.036
5 C -0.624
6 Cl -0.188

***

#b
The following is a DFT calculation (ωB97M-V/def2-TZVPD) of an isolated molecule of C4H10ClN.

Cartesian coordinates (Å):
C1 -1.157 -1.062 -0.812
C2 -0.507 0.324 -0.531
C3 -0.821 1.389 -1.604
N1 -1.157 0.842 0.789
C4 0.970 0.285 -0.173
Cl1 1.402 -0.833 1.175
H1 -0.700 -1.597 -1.659
H2 -2.247 -0.962 -0.890
H3 -1.024 -1.734 -0.003
H4 -0.116 1.121 -2.416
H5 -1.851 1.469 -1.922
H6 -0.557 2.374 -1.104
H7 -0.778 0.172 1.501
H8 -2.123 0.553 0.804
H9 1.294 1.305 -0.004
H10 1.452 -0.047 -1.075

For the highest occupied orbital energy, the calculation gives -9.657 eV. Its structure (SMILES) is CC(C)(N)CCl. As for the gap between HOMO and LUMO: 10.528 eV.

Atom charges from the natural (NBO) analysis, given in e for atoms 1 to 6:
1 C -0.635
2 C 0.106
3 C -0.620
4 N -0.845
5 C -0.371
6 Cl -0.065

***

Result of the stability comparison: #a is the least stable of them.

***

#a
The following is a DFT calculation (ωB97M-V/def2-TZVPD) of an isolated molecule of C8H7N3O.

Cartesian coordinates (Å):
C1 1.392 2.282 0.005
N1 0.413 1.239 0.047
C2 -0.929 1.375 0.028
C3 -1.532 0.151 -0.049
C4 -3.002 -0.011 -0.046
O1 -3.628 -1.014 0.059
C5 -0.539 -0.860 -0.037
N2 -0.545 -2.187 -0.014
C6 0.672 -2.768 0.032
C7 1.845 -2.023 0.007
N3 1.856 -0.682 -0.035
C8 0.651 -0.117 0.022
H1 0.860 3.241 -0.042
H2 2.030 2.204 -0.877
H3 1.982 2.255 0.906
H4 -1.402 2.334 0.066
H5 -3.581 0.934 -0.123
H6 0.637 -3.851 0.066
H7 2.820 -2.501 -0.017

For the highest occupied orbital energy, the calculation gives -9.056 eV. Its structure (SMILES) is Cn1cc(C=O)c2nccnc21. As for the gap between HOMO and LUMO: 9.134 eV.

Atom charges from the natural (NBO) analysis, given in e for atoms 1 to 6:
1 C -0.398
2 N -0.340
3 C 0.069
4 C -0.256
5 C 0.423
6 O -0.509

***

#b
The following is a DFT calculation (ωB97M-V/def2-TZVPD) of a structure of composition C8H7N3O.

Cartesian coordinates (Å):
C1 1.579 -0.429 0.911
C2 2.799 0.227 0.786
C3 0.998 -0.326 -0.351
C4 -1.044 1.309 0.133
C5 -0.267 -0.784 -0.927
C6 -1.748 0.196 0.843
C7 -1.464 -1.060 0.064
C8 -2.430 -0.031 -0.462
N1 2.998 0.627 -0.434
N2 1.851 0.337 -1.170
N3 -1.391 0.826 -1.157
O1 -0.559 2.308 0.603
H1 1.174 -0.812 1.801
H2 3.645 0.242 1.494
H3 -0.344 -1.438 -1.876
H4 -2.175 0.112 1.934
H5 -1.670 -1.975 0.573
H6 -3.516 -0.009 -0.665
H7 1.563 0.680 -2.101

For the highest occupied orbital energy, the calculation gives -9.279 eV. As for the gap between HOMO and LUMO: 9.014 eV.

Atom charges from the natural (NBO) analysis, given in e for atoms 1 to 6:
1 C -0.307
2 C -0.036
3 C 0.049
4 C 0.662
5 C 0.021
6 C -0.366

***

Result of the stability comparison: #b is the least stable of them.

***

#a
The following is a DFT calculation (ωB97M-V/def2-TZVPD) of the ion C4H10NO3 with charge +1.

Cartesian coordinates (Å):
N1 -0.838 -0.470 -0.991
C1 0.267 0.319 -0.353
C2 0.768 -0.543 0.838
C3 1.159 -1.960 0.431
O1 -0.016 -2.593 -0.090
C4 -0.177 1.675 0.014
O2 0.483 2.643 -0.226
O3 -1.440 1.755 0.512
H1 -0.888 -1.454 -0.659
H2 -0.782 -0.561 -2.008
H3 -1.764 -0.074 -0.841
H4 1.074 0.473 -1.066
H5 1.706 -0.104 1.172
H6 -0.026 -0.478 1.575
H7 1.982 -1.962 -0.281
H8 1.410 -2.469 1.360
H9 0.164 -3.407 -0.550
H10 -1.487 2.529 1.063

For the highest occupied orbital energy, the calculation gives -14.941 eV. As for the net charge: +1. Its structure (SMILES) is [NH3+][C@H](CCO)C(=O)O. As for the gap between HOMO and LUMO: 11.565 eV.

Atom charges from the natural (NBO) analysis, given in e for atoms 1 to 6:
1 N -0.702
2 C -0.156
3 C -0.428
4 C -0.076
5 O -0.751
6 C 0.748

***

#b
The following is a DFT calculation (ωB97M-V/def2-TZVPD) of a structure of composition C4H10NO3.

Cartesian coordinates (Å):
O1 1.792 1.617 0.281
C1 0.937 2.467 0.000
O2 -0.375 2.133 -0.156
C2 -0.285 -0.227 0.440
C3 0.096 -0.348 -1.022
C4 0.826 -1.253 0.063
O3 -0.998 -2.946 -0.502
N1 -1.584 -0.671 0.698
H1 0.010 2.267 0.883
H2 1.257 3.501 -0.160
H3 -0.595 -0.968 -1.627
H4 0.782 0.274 -1.584
H5 0.497 -2.305 0.264
H6 1.801 -1.002 0.452
H7 -1.328 -3.827 -0.244
H8 -1.853 -0.556 1.668
H9 0.081 0.423 1.256
H10 -1.572 -1.696 0.522

For the highest occupied orbital energy, the calculation gives -14.620 eV. As for the net charge: +1. As for the gap between HOMO and LUMO: 5.643 eV.

Atom charges from the natural (NBO) analysis, given in e for atoms 1 to 6:
1 O -0.554
2 C 0.489
3 O -0.562
4 C 0.035
5 C -0.359
6 C -0.202

***

Result of the stability comparison: #b is the least stable of them.

***

#a
The following is a DFT calculation (ωB97M-V/def2-TZVPD) of an isolated molecule of C11H22N6O4.

Cartesian coordinates (Å):
H1 -4.294 4.575 3.599
N1 -3.340 4.470 3.048
C1 -3.050 3.220 2.733
N2 -3.897 2.077 2.990
N3 -1.947 2.982 2.070
C2 -1.953 1.771 1.197
C3 -1.678 0.397 2.068
C4 -1.575 -0.886 1.236
C5 -0.696 -0.592 -0.059
N4 -1.231 -0.156 -1.250
C6 0.184 -1.822 -0.434
O1 0.000 -2.857 0.134
N5 0.807 -1.742 -1.607
C7 1.353 -0.786 -2.484
C8 2.514 0.083 -1.910
C9 3.472 -0.863 -1.146
C10 3.121 -1.428 0.249
N6 3.360 -2.738 0.525
O2 2.861 -0.505 1.101
C11 2.147 -1.438 -3.661
O3 2.364 -2.670 -3.685
O4 2.384 -0.682 -4.731
H2 -4.806 2.187 3.448
H3 -3.412 1.418 3.623
H4 -1.292 3.771 1.862
H5 -2.906 1.648 0.644
H6 -1.077 1.926 0.345
H7 -2.277 0.355 2.978
H8 -0.683 0.573 2.525
H9 -2.513 -1.207 0.684
H10 -1.198 -1.657 1.850
H11 0.021 0.201 0.014
H12 -2.079 -0.772 -1.588
H13 -1.611 0.831 -1.358
H14 1.236 -2.608 -1.786
H15 0.544 -0.195 -3.012
H16 2.143 0.965 -1.152
H17 2.851 0.678 -2.878
H18 4.434 -0.418 -0.905
H19 3.675 -1.804 -1.780
H20 3.185 -3.553 -0.396
H21 3.146 -2.881 1.644
H22 1.709 0.133 -4.744

For the highest occupied orbital energy, the calculation gives -8.494 eV. Its structure (SMILES) is [H]/N=C(\N)NCCC[C@H](N)C(=O)N[C@@H](CCC(N)=O)C(=O)O. As for the gap between HOMO and LUMO: 8.480 eV.

Atom charges from the natural (NBO) analysis, given in e for atoms 1 to 6:
1 H 0.331
2 N -0.781
3 C 0.573
4 N -0.870
5 N -0.634
6 C -0.210

***

#b
The following is a DFT calculation (ωB97M-V/def2-TZVPD) of an isolated molecule of C11H22N6O4.

Cartesian coordinates (Å):
H1 -2.186 -3.107 2.253
N1 -1.378 -2.778 1.605
C1 -1.713 -2.792 0.385
N2 -2.977 -3.012 0.019
N3 -0.713 -2.755 -0.694
C2 -0.789 -2.588 -2.058
C3 -0.754 -1.049 -2.313
C4 0.589 -0.366 -1.889
C5 0.522 1.215 -2.012
N4 0.354 1.458 -3.418
C6 1.790 2.061 -1.330
O1 2.731 2.305 -2.227
N5 1.718 2.399 -0.072
C7 0.514 2.270 0.767
C8 0.878 1.577 2.165
C9 0.985 0.030 2.046
C10 1.182 -0.635 3.301
N6 0.871 -1.924 3.121
O2 1.640 -0.215 4.348
C11 -0.086 3.684 0.949
O3 0.925 4.521 1.229
O4 -1.581 3.834 0.573
H2 -3.307 -2.767 -0.973
H3 -3.791 -2.981 0.631
H4 0.154 -2.749 -0.094
H5 0.016 -3.239 -2.578
H6 -1.701 -3.148 -2.289
H7 -1.547 -0.554 -1.483
H8 -1.064 -0.771 -3.373
H9 1.432 -0.723 -2.398
H10 0.781 -0.878 -0.803
H11 -0.602 1.457 -1.547
H12 -0.031 2.430 -3.228
H13 1.318 1.485 -3.967
H14 2.424 3.106 0.224
H15 -0.376 1.754 0.332
H16 1.934 1.954 2.336
H17 0.127 1.798 2.943
H18 2.106 -0.076 1.520
H19 0.154 -0.362 1.360
H20 0.328 -2.277 2.203
H21 1.048 -2.448 4.034
H22 -1.921 4.855 0.399

For the highest occupied orbital energy, the calculation gives -9.214 eV. Its structure (SMILES) is [H]/N=C(\N)NCCC[C@H](N)C(=O)N[C@@H](CCC(N)=O)C(=O)O. As for the gap between HOMO and LUMO: 9.100 eV.

Atom charges from the natural (NBO) analysis, given in e for atoms 1 to 6:
1 H 0.365
2 N -0.828
3 C 0.610
4 N -0.838
5 N -0.650
6 C -0.231

***

Result of the stability comparison: #b is the least stable of them.